Record 1
Here is a cluster of 2 separate species, C4H6O2 in total in a non-equilibrium geometry from the OMol25 dataset. Energies are from the ωB97M-V functional and the def2-TZVPD basis.

The geometry in XYZ format:
```
12
Properties=species:S:1:pos:R:3:mulliken_charge:R:1
O 0.1357 -0.1785 -1.8439 -0.501
O -0.6212 0.1244 1.7643 -0.433
C -0.9041 1.9013 0.0600 -0.981
C -0.7015 0.8719 0.8609 0.765
C 0.4349 -0.3511 -0.6892 0.459
C 0.6999 -1.6842 -0.0354 -1.044
H -0.7214 1.8968 -1.0099 0.282
H 1.6979 -1.6131 0.4084 0.305
H 0.6480 0.6233 -0.0975 0.247
H -1.3740 2.7348 0.5528 0.275
H 0.6844 -2.4632 -0.7995 0.320
H 0.0093 -1.9405 0.7755 0.306
```

Summary:
* orbital gap: 9.37 eV
* net charge: 0
* SMILES string: C=C=O.CC=O
* energy: -8337.671 eV
* M: 86.09 g mol⁻¹
* HOMO level: -0.3382 Ha

---

Record 2
Here is a structure of composition C4H6O2 in a non-equilibrium geometry from the OMol25 dataset. Energies are from the ωB97M-V functional and the def2-TZVPD basis.

The geometry in XYZ format:
```
12
Properties=species:S:1:pos:R:3:mulliken_charge:R:1
O -2.0890 0.4833 -0.3813 -0.620
O 0.1171 0.8817 0.4576 -0.301
C -0.4401 -0.9064 0.6461 0.409
C 0.9733 1.7871 -0.2235 -0.605
C -0.2018 -2.1844 0.7440 -0.740
C -0.9409 0.0194 -0.4312 0.241
H 1.8321 1.2537 -0.6542 0.265
H -0.7191 -0.6856 -1.2909 0.272
H 0.4014 -2.5504 1.5658 0.267
H 1.3404 2.5259 0.4852 0.223
H 0.4177 2.2859 -1.0243 0.296
H -0.6911 -2.9103 0.1067 0.293
```

Summary:
* orbital gap (spin up / spin down): 7.07 / 7.06 eV
* net charge: 0
* energy: -8333.180 eV
* M: 86.09 g mol⁻¹
* HOMO level (spin up / spin down): -0.3178 / -0.3177 Ha

---

Record 3
Here is a structure of composition C4H6O2 in a non-equilibrium geometry from the OMol25 dataset. Energies are from the ωB97M-V functional and the def2-TZVPD basis.

The geometry in XYZ format:
```
12
Properties=species:S:1:pos:R:3:mulliken_charge:R:1
O -1.1786 -0.2450 -0.0617 -0.202
O 2.4600 -0.1062 1.4883 -0.446
C 0.4684 1.0658 0.7527 -0.235
C 1.2655 0.0024 1.4348 -0.054
C -0.2372 0.5825 -0.4199 -0.447
C -1.0525 -0.8344 -1.5293 -0.386
H 0.7342 -0.7742 1.9580 0.367
H -0.3032 1.4367 1.4224 0.309
H 1.0958 1.8471 0.4037 0.268
H -0.3882 -1.7056 -1.5461 0.260
H -0.7954 -0.1511 -2.3594 0.310
H -2.0688 -1.1180 -1.5434 0.255
```

Summary:
* orbital gap: 8.51 eV
* net charge: 0
* energy: -8334.878 eV
* M: 86.09 g mol⁻¹
* HOMO level: -0.2978 Ha

---

Record 4
Here is a cluster of 2 separate species, C4H6O2 in total in a non-equilibrium geometry from the OMol25 dataset. Energies are from the ωB97M-V functional and the def2-TZVPD basis.

The geometry in XYZ format:
```
12
Properties=species:S:1:pos:R:3:mulliken_charge:R:1
O 1.5548 2.6066 -0.7024 -0.256
O -1.4631 -2.4561 1.0045 -0.517
C -0.2504 -1.2169 -1.0634 -0.101
C 1.3628 2.2467 0.5360 -0.157
C 0.1506 -0.7431 0.0931 -0.727
C -1.2039 -1.3531 0.1775 -0.130
H 0.9315 -0.2294 0.6192 0.475
H -0.5412 -2.7640 1.2022 0.326
H -2.1757 -0.8439 0.0116 0.327
H 1.0742 3.5210 -0.9323 0.332
H -0.0407 -1.5825 -2.0883 0.333
H 0.6011 2.8147 1.1425 0.094
```

Summary:
* orbital gap: 8.91 eV
* net charge: 0
* energy: -8333.414 eV
* M: 86.09 g mol⁻¹
* HOMO level: -0.3150 Ha

---

Results for energy above the lowest of the compared OMol25 structures with the same formula, charge and spin: 269.2; 702.5; 538.7; 679.9 (in kJ/mol, following the order of the records).